[1]
Here is 4 unconnected molecules or ions with the total composition C26H23ClFIN5O15 at a distorted geometry from OMol25. Energies are from ωB97M-V with the def2-TZVPD basis set.

Computed properties:
E, a.u.: -3264.35856
Orbital gap, eV: 6.62
E_LUMO, hartree: -0.176
Strongest force on any atom, hartree/bohr: 0.088

ORCA input file:
```
! wB97M-V def2-TZVPD RIJCOSX def2/J DEFGRID3
* xyz 1 1
I -1.5830 -0.3662 1.3988
Cl -1.7049 2.8425 0.5496
F 2.0660 -0.1118 2.8250
O -4.5476 1.3396 -5.4651
O -4.8475 5.2731 -1.5953
O 2.6169 0.4138 6.4823
O -4.1295 -1.1599 -4.3335
O 1.7394 -2.3013 2.7033
O -4.7714 -1.7382 -1.7760
O 4.5127 -3.4462 4.6086
O -7.8200 -5.0705 -3.0400
O 6.1603 -0.1615 0.5864
O 4.2398 0.3279 8.6436
O -7.1149 -4.5540 -5.5958
O -6.4057 5.3115 -3.7999
O 6.0729 -3.5805 6.8079
O -3.0482 1.2600 -3.2102
O 7.4798 -1.9302 0.2000
N 1.2662 0.2326 0.2941
N 0.0079 0.6521 0.5750
N 0.9628 2.4322 -0.2177
N 3.1206 1.5094 -0.5977
N 3.5564 3.8073 0.1261
C -6.9097 -4.1218 -3.3016
C -4.6683 2.3142 -4.5500
C -5.6337 4.3784 -3.7018
C 4.7440 0.1085 0.7732
C 4.3971 -2.5107 5.5683
C -5.3400 -2.3913 -2.6361
C -5.6037 -2.8336 -5.0535
C 5.2150 -1.6248 7.7983
C -0.2220 1.9705 0.2879
C -6.5751 -3.8824 -4.7398
C 3.4147 -0.5054 6.5260
C -3.8031 2.2132 -3.3340
C 4.3362 -0.6215 7.6977
C 3.5168 -1.5102 5.4699
C 1.6762 -1.1330 0.5843
C -5.0258 -2.1335 -4.0747
C 4.1677 0.4835 -0.6651
C -4.7472 4.2884 -2.4993
C 6.3914 -1.4976 0.3070
C 1.8364 -1.2938 2.1439
C 5.3006 -2.6431 6.7529
C 1.8686 1.3877 -0.1980
C 3.5150 2.8886 -1.0394
C -6.3260 -3.4206 -2.3225
C -3.8954 3.2704 -2.3356
C -5.5245 3.3298 -4.7141
H 4.6101 1.0100 1.4107
H -5.5296 5.8814 -1.9436
H 4.4564 4.2800 0.1755
H -8.0866 -5.4270 -3.9100
H -6.1575 3.4143 -5.5866
H -3.2517 3.1873 -1.4731
H 5.2131 -4.0538 4.9188
H 3.8197 -0.4201 -1.2404
H -6.5573 -3.5853 -1.2793
H 5.5232 -2.1919 0.1468
H 2.5410 -1.5148 0.0101
H 2.8144 3.2565 -1.8337
H 3.5360 0.9322 8.3390
H 5.0527 0.8543 -1.2417
H 0.8102 -1.8007 0.3217
H 2.7959 4.4685 -0.0290
H -5.3826 -2.6572 -6.0973
H -3.8689 0.7305 -5.1122
H -3.8621 -0.8110 -3.4586
H 4.5323 2.9099 -1.4871
H 5.8852 -1.7214 8.6412
H 4.3137 -0.8282 1.1947
H 2.8580 -1.4053 4.6209
*
```



[2]
Here is a single C26H23FN4O3S molecule at a distorted geometry from OMol25. Energies are from ωB97M-V with the def2-TZVPD basis set.

Computed properties:
E, a.u.: -1947.38353
Orbital gap, eV: 8.07
Energy above the lowest of the compared OMol25 structures with the same formula, charge and spin, eV: 0.000
E_LUMO, hartree: 0.016
Strongest force on any atom, hartree/bohr: 0.025

ORCA input file:
```
! wB97M-V def2-TZVPD RIJCOSX def2/J DEFGRID3
* xyz 0 1
S -3.2061 -1.8151 0.0862
F 1.1339 2.0542 -2.7806
O 4.6627 -0.6798 -2.4735
O 0.8410 -2.4643 0.4436
O 4.7638 1.8673 -2.0691
N -2.6585 -0.6239 2.4543
N 0.0841 -0.7090 1.5543
N -3.8726 0.6211 1.0349
N -2.9640 2.3098 4.6647
C -2.5638 1.1012 4.3262
C -0.5917 -4.3168 1.1870
C -1.1509 -0.7117 -2.3894
C -2.8941 0.5713 3.0898
C -4.0826 2.6111 2.5554
C -2.1396 1.2763 -1.4756
C -3.2549 -0.5126 1.2337
C 2.0158 1.0226 0.2281
C 3.7622 -0.1921 -1.5769
C -0.1813 -2.8916 1.2250
C 1.9416 -0.3441 -0.0015
C 2.9526 1.7869 -0.4439
C -3.6926 3.0286 3.8137
C -3.4675 -0.8412 -1.4473
C 0.9511 -1.1368 0.6815
C 4.6708 -2.0623 -2.7243
C -3.6681 1.3381 2.1817
C 4.7893 3.2726 -1.9995
C -2.2315 -0.0755 -1.7864
C 0.0418 1.3445 -2.4244
C -0.0096 -0.0056 -2.7188
C -1.7892 -1.6952 2.8700
C 2.8243 -0.9478 -0.9046
C 3.8245 1.2053 -1.3529
C -1.0014 1.9944 -1.7928
C -0.6437 -1.8073 1.9163
H -1.4304 -1.4585 3.8746
H 3.7226 -2.4019 -3.1552
H -3.9763 4.0060 4.1806
H -2.9658 1.7635 -0.9811
H -1.2095 -1.7682 -2.6083
H -0.9208 3.0452 -1.5646
H 5.0555 3.6223 -0.9964
H 2.9891 2.8481 -0.2606
H 4.8805 -2.6363 -1.8154
H -0.0083 -4.8377 0.4331
H 5.4705 -2.2250 -3.4451
H -3.7142 -1.5812 -2.2076
H -1.6492 -4.3929 0.9370
H -4.3142 -0.1875 -1.2500
H 2.7475 -2.0111 -1.0636
H 0.8304 -0.4808 -3.1993
H 5.5574 3.5867 -2.7044
H -4.6749 3.2297 1.9015
H 3.8266 3.7012 -2.2937
H -0.4282 -4.7936 2.1526
H -2.3420 -2.6404 2.8941
H -1.9736 0.5668 5.0591
H 1.3313 1.4729 0.9278
*
```



[3]
Here is a molecular structure, C26H23IN2RuSSi from OMol25. Energies are from ωB97M-V with the def2-TZVPD basis set.

Computed properties:
E, a.u.: -2193.83730
Orbital gap, eV: 7.42
Energy above the lowest of the compared OMol25 structures with the same formula, charge and spin, eV: 0.075
E_LUMO, hartree: -0.257
Strongest force on any atom, hartree/bohr: 0.012

ORCA input file:
```
! wB97M-V def2-TZVPD RIJCOSX def2/J DEFGRID3
* xyz 2 1
I -5.0523 3.1462 -0.1702
Ru 0.2069 0.0282 0.2322
S -0.2242 1.2198 4.4753
Si 2.3346 1.0167 0.2386
N 0.0514 0.0554 2.2217
N -1.8233 0.3553 0.0740
C 0.3734 2.0557 0.5549
C 0.0860 2.3930 1.8980
C 2.2837 -0.9564 0.3285
C 3.8742 2.6136 -1.4675
C -0.1997 -0.5192 4.4494
C 4.3697 3.0153 -2.6971
C 3.2062 1.1949 -3.7698
C -0.3199 -1.4017 5.5199
C -2.4230 -0.8473 0.0200
C -0.0227 1.2437 2.7814
C 2.7141 0.7875 -2.5401
C -0.2862 -2.7526 5.2448
C -0.1375 -3.2237 3.9329
C -3.7860 -0.9964 -0.0993
C -0.0481 -0.9834 3.1419
C -0.0173 -2.3515 2.8725
C -0.1194 3.7075 2.2837
C -0.0433 4.7164 1.3301
C 3.1991 1.6581 1.7367
C -2.5797 1.4562 0.0189
C 0.2139 4.4039 0.0039
C 4.0316 2.3091 -3.8451
C -4.5746 0.1451 -0.1570
C 3.0424 1.4913 -1.3746
C -3.9603 1.3875 -0.0949
C 0.4129 3.0813 -0.3899
H 3.0021 2.7262 1.8424
H 2.2030 -1.4667 1.2859
H -2.0740 2.4101 0.0593
H 5.0234 3.8745 -2.7624
H 0.1027 -2.7256 1.8623
H 4.1459 3.1725 -0.5789
H -0.3759 -3.4617 6.0558
H 2.9563 0.6433 -4.6660
H 2.0695 -1.6327 -0.5011
H -0.3525 3.9468 3.3143
H -0.4381 -1.0414 6.5327
H 0.2534 5.1899 -0.7384
H 3.3711 -0.7872 0.2053
H -5.6496 0.0654 -0.2478
H 4.4198 2.6252 -4.8041
H -4.2219 -1.9841 -0.1436
H -1.7764 -1.7238 0.0823
H 4.2786 1.5277 1.6277
H 2.8870 1.1491 2.6492
H 0.6030 2.8647 -1.4333
H -0.2032 5.7456 1.6208
H 2.0876 -0.0987 -2.4967
H -0.1147 -4.2895 3.7522
*
```



[4]
Here is a molecular structure, C26H23MnN3O2 from OMol25. Energies are from ωB97M-V with the def2-TZVPD basis set.

Computed properties:
Expectation value of S²: 6.0621
E, a.u.: -2470.12565
Orbital gap (spin up / spin down), eV: 6.10 / 6.77
Energy above the lowest of the compared OMol25 structures with the same formula, charge and spin, eV: 0.741
E_LUMO (spin up / spin down), hartree: -0.199 / -0.174
Strongest force on any atom, hartree/bohr: 0.008

ORCA input file:
```
! wB97M-V def2-TZVPD RIJCOSX def2/J DEFGRID3
* xyz 1 5
Mn 1.0396 0.1536 -1.1241
O 4.4134 1.1404 -0.3777
O 2.5937 0.9232 -1.6602
N -7.1192 2.9311 4.3906
N -0.8449 0.1866 -1.4425
N 0.7967 0.9698 0.6020
C -0.0817 1.7637 2.5393
C 2.8404 -1.9238 -2.4662
C -6.2072 2.6294 3.7622
C -1.6577 1.1262 0.6794
C 1.4624 -2.1028 -2.2378
C 3.3622 -1.7714 -3.8645
C 1.8496 -2.1582 0.1349
C 3.2207 -1.9967 -0.0688
C -3.0743 0.5359 -1.3264
C 4.1640 -1.9221 1.0938
C 3.6973 -1.9106 -1.3774
C -4.1665 3.2267 2.5440
C 1.2881 1.7595 2.6573
C -1.8717 0.6236 -0.6174
C -3.7523 0.5530 1.8958
C -5.0598 2.2503 2.9740
C 0.9625 -2.2999 -0.9384
C -2.8489 1.5245 1.4762
C -3.0583 2.8617 1.7989
C -1.4065 -0.1603 -2.6264
C -0.4467 -2.7675 -0.6956
C -0.4071 1.2799 1.2463
C 1.7954 1.2678 1.4420
C -2.7791 0.0388 -2.5939
C 3.8154 1.3628 -1.3958
C -4.8550 0.9122 2.6515
H 0.7998 -2.2330 -3.0869
H 1.8780 2.0626 3.5053
H 1.4675 -2.2415 1.1465
H -0.8041 2.0662 3.2799
H -0.8065 -0.5310 -3.4443
H -3.5883 -0.4858 1.6397
H 4.7606 -1.7760 -1.5401
H -0.8714 -2.3175 0.2022
H 2.5668 -1.5272 -4.5667
H 3.6332 -1.9826 2.0424
H -3.4649 -0.1455 -3.4031
H -4.0419 0.8191 -0.9449
H -4.3414 4.2635 2.7954
H 4.2181 1.9631 -2.2227
H 4.7293 -0.9906 1.0594
H 4.8794 -2.7447 1.0534
H -1.1044 -2.5576 -1.5364
H 3.8246 -2.7033 -4.1944
H -5.5565 0.1635 2.9918
H -2.3589 3.6155 1.4614
H -0.4305 -3.8490 -0.5472
H 4.1215 -0.9916 -3.9185
H 2.8252 1.1159 1.1525
*
```



What did the first record say?
Here is 4 unconnected molecules or ions with the total composition C26H23ClFIN5O15 at a distorted geometry from OMol25. Energies are from ωB97M-V with the def2-TZVPD basis set.

Computed properties:
E, a.u.: -3264.35856
Orbital gap, eV: 6.62
E_LUMO, hartree: -0.176
Strongest force on any atom, hartree/bohr: 0.088

ORCA input file:
```
! wB97M-V def2-TZVPD RIJCOSX def2/J DEFGRID3
* xyz 1 1
I -1.5830 -0.3662 1.3988
Cl -1.7049 2.8425 0.5496
F 2.0660 -0.1118 2.8250
O -4.5476 1.3396 -5.4651
O -4.8475 5.2731 -1.5953
O 2.6169 0.4138 6.4823
O -4.1295 -1.1599 -4.3335
O 1.7394 -2.3013 2.7033
O -4.7714 -1.7382 -1.7760
O 4.5127 -3.4462 4.6086
O -7.8200 -5.0705 -3.0400
O 6.1603 -0.1615 0.5864
O 4.2398 0.3279 8.6436
O -7.1149 -4.5540 -5.5958
O -6.4057 5.3115 -3.7999
O 6.0729 -3.5805 6.8079
O -3.0482 1.2600 -3.2102
O 7.4798 -1.9302 0.2000
N 1.2662 0.2326 0.2941
N 0.0079 0.6521 0.5750
N 0.9628 2.4322 -0.2177
N 3.1206 1.5094 -0.5977
N 3.5564 3.8073 0.1261
C -6.9097 -4.1218 -3.3016
C -4.6683 2.3142 -4.5500
C -5.6337 4.3784 -3.7018
C 4.7440 0.1085 0.7732
C 4.3971 -2.5107 5.5683
C -5.3400 -2.3913 -2.6361
C -5.6037 -2.8336 -5.0535
C 5.2150 -1.6248 7.7983
C -0.2220 1.9705 0.2879
C -6.5751 -3.8824 -4.7398
C 3.4147 -0.5054 6.5260
C -3.8031 2.2132 -3.3340
C 4.3362 -0.6215 7.6977
C 3.5168 -1.5102 5.4699
C 1.6762 -1.1330 0.5843
C -5.0258 -2.1335 -4.0747
C 4.1677 0.4835 -0.6651
C -4.7472 4.2884 -2.4993
C 6.3914 -1.4976 0.3070
C 1.8364 -1.2938 2.1439
C 5.3006 -2.6431 6.7529
C 1.8686 1.3877 -0.1980
C 3.5150 2.8886 -1.0394
C -6.3260 -3.4206 -2.3225
C -3.8954 3.2704 -2.3356
C -5.5245 3.3298 -4.7141
H 4.6101 1.0100 1.4107
H -5.5296 5.8814 -1.9436
H 4.4564 4.2800 0.1755
H -8.0866 -5.4270 -3.9100
H -6.1575 3.4143 -5.5866
H -3.2517 3.1873 -1.4731
H 5.2131 -4.0538 4.9188
H 3.8197 -0.4201 -1.2404
H -6.5573 -3.5853 -1.2793
H 5.5232 -2.1919 0.1468
H 2.5410 -1.5148 0.0101
H 2.8144 3.2565 -1.8337
H 3.5360 0.9322 8.3390
H 5.0527 0.8543 -1.2417
H 0.8102 -1.8007 0.3217
H 2.7959 4.4685 -0.0290
H -5.3826 -2.6572 -6.0973
H -3.8689 0.7305 -5.1122
H -3.8621 -0.8110 -3.4586
H 4.5323 2.9099 -1.4871
H 5.8852 -1.7214 8.6412
H 4.3137 -0.8282 1.1947
H 2.8580 -1.4053 4.6209
*
```



- What is the strongest force on any atom in the second record?
  0.025 hartree/bohr



- What is the formula in the first record?
  C26H23ClFIN5O15



Please write out number 1 again, unchanged.
Here is 4 unconnected molecules or ions with the total composition C26H23ClFIN5O15 at a distorted geometry from OMol25. Energies are from ωB97M-V with the def2-TZVPD basis set.

Computed properties:
E, a.u.: -3264.35856
Orbital gap, eV: 6.62
E_LUMO, hartree: -0.176
Strongest force on any atom, hartree/bohr: 0.088

ORCA input file:
```
! wB97M-V def2-TZVPD RIJCOSX def2/J DEFGRID3
* xyz 1 1
I -1.5830 -0.3662 1.3988
Cl -1.7049 2.8425 0.5496
F 2.0660 -0.1118 2.8250
O -4.5476 1.3396 -5.4651
O -4.8475 5.2731 -1.5953
O 2.6169 0.4138 6.4823
O -4.1295 -1.1599 -4.3335
O 1.7394 -2.3013 2.7033
O -4.7714 -1.7382 -1.7760
O 4.5127 -3.4462 4.6086
O -7.8200 -5.0705 -3.0400
O 6.1603 -0.1615 0.5864
O 4.2398 0.3279 8.6436
O -7.1149 -4.5540 -5.5958
O -6.4057 5.3115 -3.7999
O 6.0729 -3.5805 6.8079
O -3.0482 1.2600 -3.2102
O 7.4798 -1.9302 0.2000
N 1.2662 0.2326 0.2941
N 0.0079 0.6521 0.5750
N 0.9628 2.4322 -0.2177
N 3.1206 1.5094 -0.5977
N 3.5564 3.8073 0.1261
C -6.9097 -4.1218 -3.3016
C -4.6683 2.3142 -4.5500
C -5.6337 4.3784 -3.7018
C 4.7440 0.1085 0.7732
C 4.3971 -2.5107 5.5683
C -5.3400 -2.3913 -2.6361
C -5.6037 -2.8336 -5.0535
C 5.2150 -1.6248 7.7983
C -0.2220 1.9705 0.2879
C -6.5751 -3.8824 -4.7398
C 3.4147 -0.5054 6.5260
C -3.8031 2.2132 -3.3340
C 4.3362 -0.6215 7.6977
C 3.5168 -1.5102 5.4699
C 1.6762 -1.1330 0.5843
C -5.0258 -2.1335 -4.0747
C 4.1677 0.4835 -0.6651
C -4.7472 4.2884 -2.4993
C 6.3914 -1.4976 0.3070
C 1.8364 -1.2938 2.1439
C 5.3006 -2.6431 6.7529
C 1.8686 1.3877 -0.1980
C 3.5150 2.8886 -1.0394
C -6.3260 -3.4206 -2.3225
C -3.8954 3.2704 -2.3356
C -5.5245 3.3298 -4.7141
H 4.6101 1.0100 1.4107
H -5.5296 5.8814 -1.9436
H 4.4564 4.2800 0.1755
H -8.0866 -5.4270 -3.9100
H -6.1575 3.4143 -5.5866
H -3.2517 3.1873 -1.4731
H 5.2131 -4.0538 4.9188
H 3.8197 -0.4201 -1.2404
H -6.5573 -3.5853 -1.2793
H 5.5232 -2.1919 0.1468
H 2.5410 -1.5148 0.0101
H 2.8144 3.2565 -1.8337
H 3.5360 0.9322 8.3390
H 5.0527 0.8543 -1.2417
H 0.8102 -1.8007 0.3217
H 2.7959 4.4685 -0.0290
H -5.3826 -2.6572 -6.0973
H -3.8689 0.7305 -5.1122
H -3.8621 -0.8110 -3.4586
H 4.5323 2.9099 -1.4871
H 5.8852 -1.7214 8.6412
H 4.3137 -0.8282 1.1947
H 2.8580 -1.4053 4.6209
*
```